No. 1
Density functional theory data (ωB97M-V/def2-TZVPD) for a 2-piece molecular cluster, C17H27BNO11P overall at a distorted geometry.

Summary:
E_LUMO: -1.38 eV
HOMO energy: -8.8 eV
E_tot: -52047.0451 eV
maximum force: 3.3 eV Å⁻¹
orbital gap: 7.40 eV

Atoms and positions in Å:
H 4.871 2.104 2.068
H -2.424 0.048 2.298
H -3.125 2.170 -0.325
C 2.288 -1.694 2.226
O 3.571 1.718 3.569
H 5.898 0.160 2.419
C -1.788 1.228 -7.976
C 4.496 -0.861 1.118
C -2.189 1.916 0.157
H 4.063 -2.864 1.749
O -2.267 1.933 -6.952
H -3.819 -1.820 -0.494
H -2.303 1.853 1.231
P -1.702 -0.912 1.580
H 1.637 1.223 4.018
H 2.063 2.891 4.240
H 2.214 -2.458 2.989
C -3.256 -2.377 3.327
C -2.823 1.546 -3.679
H -2.884 -2.955 1.333
H -3.889 -0.112 -0.961
H 4.149 -0.281 0.271
C 3.515 -2.015 1.371
H 5.417 -1.326 0.791
O -1.006 2.316 -4.894
H -1.486 2.695 -0.090
C -0.934 0.092 -7.409
O -2.912 0.913 -4.824
O -0.952 0.185 -6.081
N -2.054 -0.700 -0.027
H 4.488 -0.505 3.229
O -1.994 1.447 -9.130
C 2.203 2.043 3.582
O -3.570 1.420 -2.739
O -3.950 -1.412 3.517
C -1.656 0.668 -0.501
H 0.338 0.324 1.510
H 0.480 -2.698 1.594
H -4.088 -0.583 0.706
H 3.394 1.396 1.503
C -2.308 -2.516 2.141
B -1.782 1.339 -5.698
H 2.345 -0.739 2.732
O -0.899 0.742 -1.450
H -1.516 -3.209 2.383
H 0.110 -0.574 2.998
C -3.550 -0.814 -0.217
H -3.274 -3.228 4.024
O -1.233 3.173 -2.833
C 4.837 0.005 2.340
H 3.148 -2.320 0.399
C 0.969 -1.747 1.432
C -1.598 2.460 -3.726
H 1.825 2.336 2.609
O -0.351 -0.737 -8.041
H 1.124 -1.621 0.368
C 4.115 1.364 2.313
C 0.026 -0.627 1.917

=====

No. 2
Density functional theory data (ωB97M-V/def2-TZVPD) for C17H27BNO4P2Rh as an isolated structure at a distorted geometry.

Summary:
E_LUMO (alpha / beta): -4.99 / -9.45 eV
HOMO energy (alpha / beta): -11.3 / -14.1 eV
2S+1: 5
charge: +2
E_tot: -49992.5578 eV
maximum force: 3.4 eV Å⁻¹
orbital gap (alpha / beta): 6.29 / 4.62 eV

Atoms and positions in Å:
H -0.659 1.629 7.158
C -3.262 -1.662 -0.252
H -0.190 -4.209 -1.458
H -0.932 -2.754 -2.418
C -0.511 0.883 3.831
H -2.294 -2.723 -4.033
H 1.828 -2.339 -2.177
P -2.233 -0.205 -0.549
B 0.049 0.338 1.752
P 2.130 -0.807 -0.323
H -2.739 -2.567 -0.595
H 2.875 1.463 -0.749
C 2.557 -2.236 -1.362
C 0.659 1.564 3.503
H -1.954 -1.293 -3.131
H -0.310 -2.207 -0.884
Rh -0.062 -0.408 -0.071
H -3.974 1.372 -0.023
C 0.878 2.278 5.799
H 3.568 -2.178 -1.790
C -0.878 0.733 -2.714
H 3.147 -1.721 1.586
H -2.341 2.046 0.320
H -1.650 1.581 -4.528
C 3.267 -0.773 1.056
C 1.366 2.272 4.469
H 1.393 2.859 6.588
H 2.986 0.042 1.723
H 0.610 2.491 -5.250
C -2.979 1.153 0.384
H 2.275 2.850 4.234
H 4.313 -0.664 0.757
C 2.584 0.650 -1.420
C 1.588 1.683 -3.471
H -3.009 0.336 -2.848
O -0.936 0.154 2.755
O 1.010 1.265 2.198
C 1.427 0.992 -2.281
H 2.503 -3.135 -0.736
H -4.220 -1.539 -0.777
N 0.215 0.547 -1.917
H 2.580 2.022 -3.719
H -3.062 0.807 1.425
H 3.454 0.408 -2.031
H -3.427 -1.720 0.833
H -1.902 0.361 5.377
O -0.483 -3.197 -1.511
C -0.286 1.577 6.127
C 0.514 1.919 -4.321
O -1.657 -2.278 -3.411
C -0.988 0.877 5.132
C -0.737 1.431 -3.939
C -2.100 0.031 -2.318

=====

maximum force of number 1 (C17H27BNO11P)? 3.3 eV Å⁻¹